Model A:
The following is a quantum chemistry calculation of 12 unconnected molecules or ions with the total composition C36H72O36, from the OMol25 dataset.

```
144
Properties=species:S:1:pos:R:3:mulliken_charge:R:1
C 2.580 12.066 24.726 -0.602
O 1.788 11.324 23.748 -0.319
C 1.935 11.517 22.440 0.850
O 2.579 12.406 21.852 -0.609
O 1.361 10.512 21.810 -0.310
C 1.245 10.585 20.360 -0.642
H 1.909 12.636 25.368 0.228
H 3.260 12.695 24.152 0.327
H 3.211 11.398 25.312 0.241
H 0.954 9.592 20.017 0.236
H 2.205 10.865 19.926 0.304
H 0.470 11.259 19.996 0.295
C 3.485 6.659 12.272 -0.639
O 3.408 5.939 11.044 -0.308
C 3.575 4.588 10.995 0.812
O 3.676 3.815 11.981 -0.585
O 3.528 4.198 9.718 -0.298
C 3.699 2.853 9.439 -0.588
H 3.163 6.038 13.109 0.319
H 2.839 7.527 12.139 0.237
H 4.440 7.082 12.583 0.277
H 4.630 2.614 9.953 0.279
H 3.893 2.593 8.398 0.229
H 2.849 2.337 9.885 0.264
C -0.716 17.313 15.235 -0.612
O 0.127 16.262 15.545 -0.293
C 1.441 16.412 15.551 0.777
O 2.025 17.531 15.464 -0.584
O 2.003 15.197 15.545 -0.286
C 3.461 15.097 15.473 -0.664
H -0.690 18.050 16.038 0.277
H -1.766 17.047 15.114 0.228
H -0.374 17.753 14.298 0.294
H 3.963 14.156 15.695 0.281
H 4.038 15.770 16.108 0.293
H 3.732 15.285 14.434 0.290
C 10.871 8.918 10.412 -0.605
O 11.444 10.023 11.122 -0.286
C 10.754 11.104 11.616 0.769
O 9.509 11.292 11.662 -0.593
O 11.665 11.965 11.982 -0.285
C 11.199 13.191 12.566 -0.618
H 10.527 8.176 11.132 0.263
H 11.756 8.662 9.830 0.232
H 10.035 9.094 9.735 0.315
H 10.836 12.981 13.572 0.274
H 10.448 13.577 11.877 0.312
H 12.004 13.925 12.605 0.222
C 0.224 7.922 3.363 -0.652
O -1.098 8.039 2.957 -0.273
C -1.303 8.895 1.814 0.739
O -0.487 9.642 1.202 -0.556
O -2.610 8.787 1.383 -0.291
C -2.830 9.132 0.043 -0.650
H 0.963 7.999 2.565 0.320
H 0.365 6.949 3.833 0.244
H 0.419 8.667 4.135 0.278
H -3.655 8.466 -0.212 0.245
H -1.999 8.876 -0.614 0.323
H -3.021 10.195 -0.106 0.273
C 4.001 4.085 0.228 -0.634
O 2.908 4.474 -0.586 -0.272
C 3.079 4.567 -1.910 0.776
O 4.058 4.208 -2.609 -0.597
O 2.024 5.256 -2.371 -0.278
C 1.779 5.497 -3.772 -0.617
H 4.675 3.386 -0.267 0.320
H 3.626 3.723 1.185 0.205
H 4.577 5.005 0.324 0.296
H 0.901 6.137 -3.863 0.211
H 1.519 4.496 -4.118 0.303
H 2.650 5.847 -4.325 0.289
C 1.507 -6.843 6.892 -0.681
O 2.012 -8.087 7.336 -0.271
C 1.729 -9.284 6.698 0.741
O 1.020 -9.442 5.724 -0.542
O 2.151 -10.248 7.560 -0.309
C 1.640 -11.665 7.475 -0.579
H 0.462 -6.697 7.166 0.280
H 1.559 -6.891 5.805 0.294
H 2.122 -5.954 7.032 0.285
H 2.400 -12.409 7.713 0.225
H 1.342 -11.793 6.434 0.313
H 0.815 -11.769 8.180 0.245
C 10.526 3.723 15.536 -0.626
O 11.763 4.074 14.989 -0.290
C 12.641 4.865 15.661 0.758
O 12.489 5.310 16.847 -0.583
O 13.788 5.006 14.910 -0.284
C 14.677 6.063 15.354 -0.636
H 10.897 2.757 15.879 0.273
H 9.653 3.609 14.894 0.238
H 10.194 4.344 16.368 0.312
H 14.289 7.077 15.460 0.294
H 15.484 6.059 14.622 0.250
H 15.170 5.753 16.275 0.295
C 7.534 -6.483 10.039 -0.624
O 7.305 -5.427 9.167 -0.283
C 8.240 -4.968 8.236 0.715
O 9.341 -5.456 7.980 -0.547
O 7.681 -3.887 7.698 -0.274
C 8.517 -2.808 7.207 -0.675
H 6.886 -6.542 10.913 0.240
H 8.531 -6.597 10.463 0.295
H 7.304 -7.306 9.362 0.282
H 8.432 -2.654 6.131 0.268
H 9.536 -2.770 7.591 0.322
H 8.185 -1.835 7.568 0.280
C 4.329 4.977 22.263 -0.718
O 4.689 5.778 21.105 -0.295
C 5.644 6.709 21.296 0.768
O 5.984 7.113 22.374 -0.540
O 6.024 7.190 20.074 -0.318
C 6.927 8.265 19.698 -0.659
H 4.384 3.898 22.123 0.293
H 3.301 5.184 22.560 0.276
H 4.894 5.047 23.193 0.327
H 6.941 8.428 18.620 0.271
H 7.900 7.774 19.698 0.301
H 6.877 9.215 20.229 0.295
C -2.399 4.586 12.933 -0.639
O -2.500 5.911 12.273 -0.332
C -2.557 7.055 12.866 0.812
O -2.494 7.237 14.046 -0.558
O -2.579 8.032 11.923 -0.301
C -2.603 9.332 12.399 -0.670
H -1.394 4.396 13.309 0.291
H -2.530 3.747 12.249 0.263
H -3.183 4.389 13.665 0.296
H -3.600 9.705 12.163 0.255
H -1.882 9.878 11.791 0.241
H -2.535 9.584 13.458 0.340
C 0.159 -8.279 14.586 -0.662
O 0.727 -6.998 14.304 -0.300
C 1.347 -6.282 15.307 0.773
O 1.562 -6.687 16.419 -0.547
O 1.628 -5.059 14.922 -0.310
C 2.282 -4.094 15.745 -0.686
H 0.802 -9.151 14.466 0.272
H -0.671 -8.347 13.882 0.256
H -0.358 -8.256 15.545 0.320
H 2.580 -3.129 15.334 0.288
H 3.076 -4.474 16.387 0.303
H 1.559 -3.684 16.450 0.294
```

The gap between HOMO and LUMO comes out at 10.79 eV. For the LUMO energy, the calculation gives 0.21 eV. Its net charge is 0. The value obtained for the HOMO energy is -10.5742 eV. The SMILES is COC(=O)OC.COC(=O)OC.COC(=O)OC.COC(=O)OC.COC(=O)OC.COC(=O)OC.COC(=O)OC.COC(=O)OC.COC(=O)OC.COC(=O)OC.COC(=O)OC.COC(=O)OC.

Model B:
The following is a quantum chemistry calculation of 12 unconnected molecules or ions with the total composition C36H72O36, from the OMol25 dataset.

```
144
Properties=species:S:1:pos:R:3:mulliken_charge:R:1
C -2.587 8.156 -0.273 -0.820
O -2.305 6.934 -0.935 -0.357
C -2.827 5.837 -0.405 0.639
O -3.444 5.798 0.586 -0.601
O -2.503 4.762 -1.069 -0.030
C -1.692 4.783 -2.261 0.248
H -2.841 8.860 -1.063 0.280
H -1.666 8.514 0.191 0.239
H -3.366 8.111 0.479 0.372
H -2.021 5.506 -3.002 0.375
H -1.766 3.805 -2.706 -0.597
H -0.689 4.969 -1.877 0.169
C -1.991 -6.386 0.030 -0.859
O -1.886 -5.313 0.956 -0.053
C -2.638 -5.329 2.024 0.583
O -3.352 -6.192 2.396 -0.602
O -2.489 -4.172 2.630 0.072
C -3.027 -4.009 3.943 -0.855
H -2.629 -6.100 -0.805 0.272
H -2.371 -7.306 0.470 0.385
H -0.986 -6.562 -0.340 0.175
H -3.791 -4.759 4.154 0.379
H -3.458 -3.016 4.008 0.232
H -2.226 -4.194 4.661 0.289
C -0.037 -0.303 -5.525 0.047
O 0.466 0.786 -6.306 -0.349
C -0.115 1.958 -6.090 0.803
O -0.856 2.195 -5.179 -0.465
O 0.273 2.766 -7.040 -0.366
C -0.322 4.047 -7.087 -0.608
H -0.857 -0.831 -6.022 0.298
H -0.369 0.049 -4.552 -0.089
H 0.753 -1.046 -5.426 -0.108
H 0.202 4.525 -7.902 0.231
H -0.135 4.559 -6.141 0.266
H -1.402 4.042 -7.212 0.283
C -1.201 0.069 4.921 -0.577
O 0.206 0.167 4.734 -0.157
C 0.956 -0.874 5.016 0.766
O 0.569 -1.937 5.435 -0.611
O 2.202 -0.571 4.710 -0.129
C 3.233 -1.473 5.095 -0.780
H -1.598 -0.660 4.208 0.108
H -1.704 1.012 4.752 0.275
H -1.403 -0.319 5.922 0.319
H 3.441 -1.514 6.161 0.298
H 4.110 -1.152 4.535 0.247
H 2.997 -2.459 4.700 0.319
C -3.731 2.441 -3.551 -0.147
O -5.027 2.958 -3.257 -0.172
C -5.909 2.937 -4.225 0.630
O -5.811 2.349 -5.260 -0.565
O -6.947 3.643 -3.840 -0.334
C -7.840 4.031 -4.884 -0.698
H -3.240 2.463 -2.589 -0.398
H -3.211 3.029 -4.304 0.374
H -3.823 1.419 -3.918 0.512
H -8.741 4.415 -4.424 0.241
H -8.098 3.124 -5.438 0.316
H -7.373 4.737 -5.567 0.277
C 0.173 -2.802 0.471 0.686
O -0.209 -1.967 -0.615 -0.352
C -0.220 -0.645 -0.369 0.944
O 0.176 -0.136 0.641 -0.632
O -0.687 -0.095 -1.475 -0.607
C -0.882 1.305 -1.648 1.000
H -0.101 -3.829 0.229 -0.431
H -0.432 -2.582 1.348 0.249
H 1.251 -2.798 0.601 -0.332
H -1.759 1.608 -1.076 -0.252
H -0.975 1.457 -2.717 -0.359
H -0.042 1.879 -1.260 0.067
C 2.190 3.578 -1.606 -0.309
O 1.951 4.786 -0.873 -0.411
C 1.231 4.808 0.270 0.894
O 0.682 3.885 0.840 -0.447
O 1.095 6.107 0.584 -0.339
C 0.665 6.457 1.890 -0.612
H 2.900 3.885 -2.372 0.273
H 1.319 3.149 -2.091 -0.028
H 2.700 2.821 -1.008 0.299
H 1.265 7.267 2.305 0.325
H 0.694 5.635 2.614 0.184
H -0.384 6.776 1.893 0.217
C 3.587 -2.017 -4.573 -0.745
O 3.005 -2.093 -3.301 -0.218
C 3.265 -1.125 -2.441 0.646
O 3.863 -0.114 -2.674 -0.600
O 2.797 -1.488 -1.274 0.043
C 3.467 -1.115 -0.058 -0.579
H 4.041 -2.976 -4.837 0.274
H 4.481 -1.387 -4.526 0.356
H 2.899 -1.713 -5.353 0.178
H 3.088 -0.145 0.252 0.153
H 4.535 -1.109 -0.275 0.510
H 3.183 -1.901 0.629 -0.062
C 3.089 6.154 5.552 -0.674
O 2.516 4.878 5.388 -0.337
C 2.960 4.051 4.435 0.717
O 3.885 4.238 3.713 -0.565
O 2.193 2.963 4.441 -0.230
C 2.224 2.179 3.247 -0.038
H 2.437 6.714 6.217 0.268
H 3.158 6.740 4.629 0.271
H 4.105 6.129 5.950 0.297
H 2.182 2.821 2.367 0.011
H 1.430 1.451 3.151 0.003
H 3.163 1.616 3.184 0.243
C -4.729 2.976 1.522 -0.442
O -4.330 1.625 1.865 -0.367
C -4.154 0.735 0.890 0.856
O -4.229 0.954 -0.276 -0.565
O -3.925 -0.458 1.453 -0.323
C -3.695 -1.540 0.537 -0.134
H -4.401 3.583 2.364 0.181
H -5.816 3.020 1.447 0.336
H -4.245 3.397 0.647 0.109
H -3.191 -2.268 1.172 -0.189
H -3.051 -1.259 -0.291 0.152
H -4.598 -2.042 0.192 0.369
C 8.058 -6.781 -1.369 -0.655
O 6.875 -6.704 -0.562 -0.370
C 6.342 -5.503 -0.430 0.698
O 6.771 -4.492 -0.850 -0.529
O 5.232 -5.626 0.270 -0.304
C 4.484 -4.456 0.458 -1.047
H 8.392 -7.813 -1.269 0.234
H 8.829 -6.103 -1.015 0.303
H 7.843 -6.649 -2.429 0.302
H 4.035 -4.271 -0.530 0.358
H 5.075 -3.551 0.593 0.517
H 3.656 -4.483 1.145 0.504
C 1.789 -6.731 0.561 -0.833
O 0.830 -6.464 1.555 0.062
C 0.578 -7.443 2.410 0.608
O 0.994 -8.541 2.288 -0.583
O -0.233 -6.979 3.322 -0.199
C -1.031 -7.893 4.098 -0.837
H 2.812 -6.785 0.926 0.340
H 1.673 -5.883 -0.115 0.202
H 1.609 -7.621 -0.046 0.357
H -0.548 -8.067 5.060 0.322
H -0.891 -8.875 3.630 0.367
H -2.065 -7.584 4.107 0.258
```

The gap between HOMO and LUMO comes out at 10.95 eV. For the LUMO energy, the calculation gives 0.47 eV. Its net charge is 0. The value obtained for the HOMO energy is -10.4778 eV. The SMILES is COC(=O)OC.COC(=O)OC.COC(=O)OC.COC(=O)OC.COC(=O)OC.COC(=O)OC.COC(=O)OC.COC(=O)OC.COC(=O)OC.COC(=O)OC.COC(=O)OC.COC(=O)OC.

Stability check: which of them is most stable? model B.

Model A:
The following is a quantum chemistry calculation of C7H17PS in the gas phase, from the OMol25 dataset.

```
26
Properties=species:S:1:pos:R:3:mulliken_charge:R:1
C -1.240 -1.338 1.171 -1.341
P 0.039 -0.614 -0.024 0.856
S 1.379 -1.862 -1.228 -0.335
C 1.528 0.210 0.760 -0.216
C 2.027 -0.755 1.855 -1.305
C 1.119 1.555 1.418 -1.356
C -0.612 0.688 -1.229 0.339
C -1.908 1.135 -0.529 -1.399
C -0.997 -0.188 -2.414 -1.593
H -2.162 -1.353 0.679 0.323
H -0.948 -2.270 1.389 0.386
H 0.341 -2.457 -1.821 0.152
H 2.157 0.437 -0.015 0.663
H 1.254 -1.096 2.393 0.475
H 2.379 -1.702 1.320 0.304
H 2.758 -0.203 2.617 0.311
H 0.468 1.223 2.239 0.358
H 0.548 2.227 0.762 0.325
H 2.041 2.278 1.634 0.330
H 0.319 1.382 -1.443 0.361
H -2.516 1.692 -1.244 0.455
H -2.511 0.352 -0.194 0.307
H -1.848 1.927 0.177 0.344
H -1.804 -0.806 -2.202 0.459
H -0.314 -0.892 -2.874 0.427
H -1.497 0.432 -3.194 0.368
```

The gap between HOMO and LUMO comes out at 8.15 eV. For the LUMO energy, the calculation gives 0.63 eV. Its net charge is 0. The value obtained for the HOMO energy is -7.5217 eV. The SMILES is C=P(S)(C(C)C)C(C)C.

Model B:
The following is a quantum chemistry calculation of 2 unconnected molecules or ions with the total composition C7H17PS, from the OMol25 dataset.

```
26
Properties=species:S:1:pos:R:3:mulliken_charge:R:1
C -1.900 1.449 -0.814 -1.576
C -0.837 1.407 1.346 -1.671
C 0.579 1.555 -0.802 -1.607
C 1.697 -2.554 -0.847 -1.113
C 1.698 -0.971 1.236 -1.101
C -0.667 0.964 -0.145 1.414
C 1.099 -1.441 -0.045 0.462
P -0.630 -0.857 -0.298 0.150
S -3.768 -1.394 0.280 -0.362
H -2.876 1.038 -0.325 0.286
H -1.880 2.578 -0.728 0.412
H -1.791 1.237 -1.903 0.429
H 0.038 1.219 1.938 0.396
H -1.601 0.821 1.734 0.444
H -1.000 2.448 1.298 0.470
H 1.421 1.374 -0.205 0.389
H 0.653 1.148 -1.814 0.411
H 0.450 2.727 -0.908 0.365
H 1.937 -3.565 -0.321 0.263
H 1.178 -2.974 -1.819 0.321
H 2.629 -2.073 -1.318 0.286
H 1.058 -1.438 2.086 0.283
H 1.596 0.123 1.385 0.192
H 2.717 -1.352 1.421 0.358
H -0.647 -1.164 -1.577 0.012
H -4.179 -1.395 1.507 0.088
```

The gap between HOMO and LUMO (spin up / spin down) comes out at 8.39 / 5.54 eV. For the LUMO energy (spin up / spin down), the calculation gives -0.04 / -1.55 eV. Its net charge is 0. The value obtained for the HOMO energy (spin up / spin down) is -8.4297 / -7.0886 eV.

Stability check: which of them is most stable? model A.